[1]
The molecule C4H7NO in a non-equilibrium geometry, computed with ωB97M-V/def2-TZVPD.

Summary:
E = -7798.5808 eV
SMILES string = N#CCCCO
maximum force = 1.1 eV/A
Kohn-Sham gap = 11.456 eV
energy relative to the best compared isomer or geometry (same formula, charge and spin) = 102.6 kJ/mol
E_LUMO = 0.0303 Eh

Geometry as XYZ:
```
13
C4H7NO (ωB97M-V/def2-TZVPD)
O 1.61893 0.34231 0.87841
N -1.45314 1.95587 0.96547
C 0.05135 -0.73422 -0.65611
C -1.15188 -0.55958 0.29573
C -1.36588 0.84163 0.66614
C 1.16679 0.29213 -0.46066
H -0.99554 -1.11321 1.22587
H -2.07036 -0.94875 -0.15465
H 0.46612 -1.73358 -0.49298
H -0.28634 -0.68871 -1.69763
H 2.01553 -0.00869 -1.08404
H 1.16481 1.07200 1.31984
H 0.83959 1.28281 -0.80539
```

***

[2]
A cluster of 2 separate species, C35H35Cl2N2 in total in a non-equilibrium geometry, computed with ωB97M-V/def2-TZVPD.

Summary:
E = -64880.7089 eV
maximum force = 2.6 eV/A
Kohn-Sham gap = 3.575 eV
net charge = +1
E_LUMO = -0.2030 Eh

Geometry as XYZ:
```
74
C35H35Cl2N2 (ωB97M-V/def2-TZVPD)
Cl -3.57958 1.75547 -7.02076
Cl 3.95482 -3.85257 -1.13640
N -0.33685 -0.70750 2.24812
N 1.57188 0.41497 2.37414
C -0.95867 -0.76277 -2.27953
C 2.61835 -1.92193 -2.47308
C 2.53089 -3.06302 -1.66243
C 2.46743 1.47531 2.02947
C -3.68753 -0.52010 0.63812
C -1.28899 -3.43939 2.67542
C 2.16391 2.77585 2.46101
C -4.13590 -1.83589 0.77264
C 1.01166 3.06448 3.36859
C -2.92921 -0.09697 -3.55716
C 0.21088 -1.58641 -2.26816
C -0.76370 0.55909 -4.44632
C -2.79977 1.06586 -5.66402
C -2.12730 1.35302 1.16980
C 3.52480 1.23016 1.14149
C -2.08005 -2.39387 1.96106
C 4.71360 4.80550 0.51815
C -1.50845 -0.08300 -3.42166
C 0.60477 -0.03402 1.49283
C 1.21151 0.02392 3.65033
C 3.86438 -0.16183 0.71195
C -3.56136 0.42916 -4.67184
C -1.40443 1.13646 -5.54116
C 1.47202 -1.19277 -2.77986
C 2.91708 3.83659 1.95367
C -5.47846 -2.25298 0.25042
C -1.63098 -1.07462 1.77365
C 3.96191 3.62496 1.05487
C 0.52948 0.17045 0.14541
C 1.27748 -3.54737 -1.25214
C -3.32322 -2.75415 1.43955
C 4.27031 2.31713 0.67072
C 0.08169 -0.70797 3.56686
C 0.13863 -2.81870 -1.54760
C -2.46449 -0.10716 1.18410
H 0.31741 0.62488 -4.37391
H 3.59343 -1.60300 -2.83579
H -5.93430 -1.44706 -0.33328
H 1.32678 0.73489 -0.31446
H 1.05632 2.50406 4.31058
H 4.75737 -0.12437 0.07683
H 0.03862 2.87561 2.88962
H -0.82916 1.64013 -6.31202
H 1.03951 4.13185 3.61974
H 4.09157 -0.81943 1.56238
H -1.71296 -1.02225 -1.52804
H 1.78996 0.30573 4.51616
H 2.66080 4.85190 2.26049
H -0.84020 -3.15020 -1.18875
H -1.25978 1.58967 0.54258
H -6.16583 -2.50541 1.07005
H -5.39857 -3.14307 -0.38626
H 1.56834 -0.25886 -3.32861
H -4.30937 0.21676 0.12313
H -0.29170 -3.10964 2.96550
H 1.21190 -4.47165 -0.68356
H -1.18785 -4.33045 2.04155
H 5.09427 2.13117 -0.02099
H -4.63746 0.36344 -4.78344
H -3.52250 -0.56902 -2.77092
H -0.48988 -1.19346 4.34242
H -0.36750 -0.19440 -0.32050
H -1.82021 -3.76168 3.58247
H -1.94502 1.75998 2.17591
H -3.66496 -3.78299 1.56428
H 3.05864 -0.61961 0.12801
H 4.04668 5.47332 -0.04331
H -2.98024 1.89313 0.73763
H 5.14794 5.40006 1.33237
H 5.51939 4.48656 -0.14810
```

***

[3]
A structure of composition C11H25N2O3PTb, computed with ωB97M-V/def2-TZVPD.

Summary:
E = -52632.5582 eV
maximum force = 0.5 eV/A
expectation value of S² = 12.6122
Kohn-Sham gap (spin up / spin down) = 7.401 / 9.654 eV
net charge = +3
spin multiplicity = 7
E_LUMO (spin up / spin down) = -0.4420 / -0.3562 Eh

Geometry as XYZ:
```
43
C11H25N2O3PTb (ωB97M-V/def2-TZVPD)
Tb -0.58507 -0.16308 -0.25225
P -2.14310 -2.27384 -1.29583
O -0.59609 0.05694 1.89644
O 1.20691 0.13318 -1.38301
O 1.42886 -1.09092 0.86278
N 3.43133 0.08470 -1.82336
N -0.07900 -0.33555 4.07038
C 1.33328 -1.27830 2.28745
C 2.60735 -0.36150 0.45400
C 2.43587 -0.04800 -1.01415
C 0.82331 -0.90070 5.10418
C -3.15618 -2.15245 -2.77995
C -3.12075 -3.08400 -0.01311
C 3.23453 0.52896 -3.22663
C 4.85575 -0.08583 -1.42204
C -1.22689 0.44302 4.59092
C -0.71366 -3.32246 -1.64553
C 0.15864 -0.45910 2.80760
H 0.21234 -1.15029 5.96723
H 2.27153 -1.00896 2.77169
H -0.13992 -2.93114 -2.48717
H 2.24435 0.95085 -3.34447
H 5.40704 -0.32163 -2.32684
H -1.04486 -4.33362 -1.89940
H 1.29667 -1.81285 4.75296
H 4.96344 -0.91255 -0.72782
H 2.65412 0.59634 0.98741
H 3.37707 -0.33303 -3.87528
H -3.45782 -3.16280 -3.06810
H 1.55999 -0.14806 5.37881
H -4.00088 -2.48558 0.22086
H -3.44416 -4.06044 -0.38407
H 1.15385 -2.33896 2.47512
H 5.21633 0.84942 -0.99928
H -0.05857 -3.41666 -0.77517
H -1.68010 1.00734 3.78566
H -0.84456 1.11327 5.35730
H 3.50207 -0.93222 0.68897
H -1.93575 -0.25611 5.02973
H -2.59719 -1.70220 -3.59960
H -4.04536 -1.55709 -2.57442
H -2.54061 -3.24774 0.89557
H 3.99226 1.28055 -3.43243
```